# 1
45
Properties=species:S:1:pos:R:3:forces:R:3 method="wB97M-V/def2-TZVPD" charge=+2 max_force_ha_per_bohr=0.1041 e_tot_ha=-1179.3608
C -0.17001 2.12323 1.90959 -0.50 0.47 -1.68
N -0.13353 1.59239 0.66507 -0.94 -0.53 1.07
N -1.05804 2.28499 -0.07907 0.48 0.26 0.61
C -1.50778 3.32731 0.63722 -0.11 -0.20 0.75
C -0.98490 3.26296 1.91789 0.01 -0.22 0.35
B -1.47887 2.02343 -1.54128 0.91 0.62 0.02
N -0.14304 1.56208 -2.18175 0.96 -0.25 -0.03
N 0.83665 0.76842 -1.61435 0.12 -1.03 -0.94
C 1.80897 0.62053 -2.55223 -1.55 0.98 0.40
C 1.51780 1.43271 -3.65781 0.39 -0.29 -0.24
C 0.29715 2.01463 -3.36831 0.38 -0.61 -0.16
Sr 2.12387 0.28010 0.66402 -1.92 3.43 -0.30
N -2.69874 0.99924 -1.68656 -1.56 0.37 -0.82
N -2.53965 -0.22525 -1.07038 -0.95 -1.01 -0.16
C -3.65080 -0.92178 -1.29550 0.44 -0.03 0.23
C -4.57863 -0.16558 -2.03301 0.04 -1.61 0.67
C -3.92857 1.05857 -2.26753 3.22 2.14 0.58
H -3.74991 -1.93199 -0.92531 -0.04 0.12 0.00
H -4.27245 1.94837 -2.79849 0.18 -0.33 0.21
H -5.55954 -0.47039 -2.33130 -0.32 0.05 -0.18
H -1.88358 3.04308 -2.07592 0.26 -0.42 0.25
H -0.28677 2.71643 -3.93268 -0.09 0.03 -0.15
H -2.18993 4.03815 0.20211 -0.04 0.01 0.03
H 2.11183 1.53781 -4.55376 -0.14 0.11 0.10
H -1.17991 3.90418 2.75992 -0.06 0.10 -0.11
H 2.59601 -0.11182 -2.38509 0.06 0.35 -0.13
H 0.33248 1.59121 2.70299 0.22 0.30 0.29
H 1.46266 -1.73826 -0.11321 0.64 -0.16 0.04
C 2.52280 -2.06513 -0.04332 0.88 -1.65 -0.15
H 2.93013 -2.20813 -1.04399 -0.13 0.12 -0.07
H 3.30583 -1.50944 0.55126 -0.73 -1.16 -0.56
H 2.48877 -3.04695 0.42473 0.01 0.00 -0.01
O 1.71612 -2.31722 2.91314 -0.70 1.85 -2.64
B 0.66643 -1.33434 2.81676 0.28 -3.46 4.08
O -0.13670 -1.55315 3.97477 -0.32 1.75 -2.56
C 0.37406 -2.59904 4.68436 1.59 -0.49 -0.29
C 0.09155 -2.97914 5.97111 -0.34 0.07 0.53
C 1.01225 -3.81754 6.61207 -0.26 -0.09 -0.31
C 2.13050 -4.31745 5.93561 -0.13 -0.07 -0.52
C 2.36555 -3.98018 4.59459 0.48 -0.17 0.14
C 1.49793 -3.09234 4.01609 -0.84 0.67 1.45
H -0.79481 -2.58078 6.46039 0.29 -0.10 0.11
H 0.84284 -4.08954 7.65051 0.03 0.02 -0.22
H 2.83058 -4.97849 6.43852 -0.18 0.11 -0.04
H 3.22377 -4.31674 4.01689 -0.02 -0.06 0.39



# 2
11
Properties=species:S:1:pos:R:3:forces:R:3 method="wB97M-V/def2-TZVPD" charge=0 max_force_ha_per_bohr=0.0772 relative_energy_kcal_mol=126.1
C 1.25963 1.60554 -0.04910 -0.11 -1.08 -0.01
C 0.52655 -1.96593 -0.11163 -0.44 -0.63 1.12
C 0.73117 0.42999 0.04044 -0.55 2.19 -0.26
C -1.94782 0.79773 0.20742 -2.43 2.06 -0.89
N 0.53404 -0.70012 -0.24482 -0.15 -2.81 -0.14
O -2.68401 1.70662 -0.03222 2.57 -2.12 0.78
Cl -2.69637 -0.92439 0.17704 0.21 -0.15 0.15
H 2.22652 1.73513 -0.36003 2.24 0.09 -1.27
H 0.91655 2.31907 0.55522 -1.55 2.98 2.11
H 0.83790 -2.45408 -0.97800 0.28 -1.26 -1.21
H 0.29583 -2.54956 0.79569 -0.06 0.73 -0.36



# 3
16
Properties=species:S:1:pos:R:3:forces:R:3 method="wB97M-V/def2-TZVPD" smiles="C=C(C)CCS" charge=0 max_force_ha_per_bohr=0.0661 relative_energy_kcal_mol=33.3
C 2.24605 1.19316 -0.30874 0.45 1.17 0.44
C 1.52999 0.17015 0.14674 1.04 1.21 -0.98
C 2.09604 -1.14783 -0.10256 1.98 -1.30 0.70
C 0.19423 0.23358 0.74093 -0.19 0.34 0.97
C -0.77066 -0.46541 -0.16848 -0.90 -2.49 -2.14
S -2.49649 0.13108 -0.19055 0.25 0.09 -0.43
H 1.95818 2.26318 -0.36033 0.02 -0.86 0.42
H 3.29808 0.96166 -0.51860 -0.51 0.36 -0.59
H 2.42245 -1.51974 0.89635 -0.32 -0.45 -0.56
H 1.30552 -1.80380 -0.50832 0.92 -0.05 -0.08
H 3.07334 -1.05120 -0.70611 -1.86 -0.58 0.57
H 0.20751 -0.19204 1.77886 -0.12 0.10 -0.84
H -0.03786 1.28189 0.85772 -0.47 0.32 -0.01
H -0.48144 -0.32368 -1.29673 -0.36 -0.13 2.10
H -0.77628 -1.64123 -0.03430 0.01 2.40 -0.09
H -2.79956 0.02581 1.09295 0.04 -0.14 0.51



# 4
83
Properties=species:S:1:pos:R:3:forces:R:3 method="wB97M-V/def2-TZVPD" charge=+1 max_force_ha_per_bohr=0.0254 e_tot_ha=-3690.9035
C 1.32580 2.12157 -0.77990 0.08 -0.16 0.31
O 1.00359 3.44184 -1.20179 0.18 -0.12 -0.11
C 0.46160 3.57970 -2.47505 -0.14 -0.01 -0.07
C -1.02474 4.02918 -2.43450 0.25 -0.01 -0.22
C -1.56879 4.30210 -1.03468 0.03 0.10 -0.08
O -1.73110 3.13950 -0.24068 -0.15 0.18 -0.23
C -2.61296 2.18213 -0.83690 0.23 0.64 -0.08
P -4.44678 2.63922 -0.76208 -0.71 -1.10 -0.07
O -4.50085 3.82310 0.32779 0.23 0.13 -0.15
O -4.73593 3.34986 -2.23020 0.56 0.51 -0.07
C -2.04958 1.79789 -2.20393 -0.18 -0.42 0.38
P -2.72283 0.39791 -3.17983 0.87 -0.58 -0.66
N -1.60865 0.09411 -4.20412 -0.45 0.85 -0.05
O -4.14180 0.78153 -3.76812 -0.08 -0.10 0.43
O -3.01211 -0.68902 -2.06834 0.05 0.35 -0.24
N -1.90932 2.98272 -3.08489 0.03 0.49 -0.08
H 0.53980 1.72187 -0.12978 -0.03 0.01 -0.12
H 1.49310 1.44540 -1.62636 -0.05 0.12 -0.01
H 2.25144 2.16995 -0.20808 -0.05 0.08 -0.05
H 0.54977 2.65569 -3.06577 0.04 0.04 0.07
H 1.02906 4.34386 -3.01256 -0.04 0.02 0.06
H -1.13008 4.93237 -3.04103 -0.12 -0.06 0.07
H -0.87410 4.95872 -0.51291 0.01 -0.12 0.00
H -2.51659 4.85492 -1.14924 0.02 -0.10 0.04
H -2.54052 1.27467 -0.22846 -0.01 0.16 0.09
H -3.75679 4.43842 0.36095 0.09 -0.04 0.22
H -4.59424 4.30626 -2.26608 -0.23 0.06 0.08
H -1.02287 1.45466 -2.02025 -0.12 -0.03 -0.02
H -1.89786 0.07441 -5.17564 0.20 -0.39 0.02
H -4.85774 0.23792 -3.41270 -0.23 0.10 -0.01
H -2.15273 -0.96556 -1.67887 -0.28 -0.16 0.39
H -1.52475 2.67858 -3.99071 0.09 -0.14 0.16
H -2.83742 3.37941 -3.27446 -0.08 -0.20 0.08
C -3.12403 -3.65740 1.06350 -0.11 -0.09 0.12
C -1.75634 -3.99363 1.62748 -0.08 -0.07 -0.07
O -0.89930 -3.17103 0.82899 0.00 0.23 0.26
C -1.61886 -2.11771 0.41520 0.19 -0.04 -0.05
O -1.14012 -1.13218 -0.08468 -0.13 -0.14 -0.22
O -2.92485 -2.30122 0.61984 -0.01 0.04 -0.02
F -1.41932 -5.28148 1.44608 0.02 -0.01 -0.11
H -3.35586 -4.28418 0.20251 0.06 -0.05 0.01
H -3.93104 -3.70327 1.78775 -0.01 0.19 0.02
H -1.61483 -3.73068 2.67623 0.03 -0.06 0.01
C 5.49328 -1.08481 -0.32810 -0.05 -0.02 0.01
C 4.35364 -0.63567 0.56159 0.13 0.09 0.03
O 4.36865 0.77127 0.39569 -0.25 -0.08 -0.14
C 4.89200 1.03483 -0.84112 0.13 0.15 -0.06
O 4.80966 2.08555 -1.38530 -0.03 -0.08 0.07
O 5.47931 -0.06608 -1.34088 -0.02 -0.01 0.03
F 4.55614 -0.91731 1.87075 0.06 0.00 0.06
H 6.44354 -1.05892 0.20520 -0.03 -0.02 0.07
H 5.35328 -2.06631 -0.76448 0.00 0.14 -0.10
H 3.37290 -1.02089 0.27422 -0.01 -0.05 0.09
C -7.32214 0.73988 1.16549 -0.08 0.13 -0.08
C -6.89188 1.24804 2.52579 -0.13 -0.05 0.01
O -6.92661 0.07160 3.31096 0.25 -0.05 -0.04
C -6.71518 -0.98829 2.48572 -0.06 -0.07 0.03
O -6.43849 -2.08324 2.84420 0.04 0.02 -0.06
O -6.84654 -0.60768 1.19073 0.05 0.02 0.01
F -7.75024 2.15639 3.03390 -0.07 -0.02 0.03
H -8.40906 0.74312 1.07268 -0.01 0.05 0.10
H -6.87805 1.29228 0.34329 0.11 -0.16 -0.05
H -5.88282 1.66493 2.55741 -0.03 0.10 0.01
C 4.31893 -6.23047 -1.63735 -0.09 -0.08 0.02
C 5.60498 -6.67855 -2.30381 -0.05 0.06 -0.02
O 6.40525 -5.51170 -2.21767 0.14 -0.11 0.18
C 5.99253 -4.79716 -1.14382 0.09 0.04 0.01
O 6.59785 -3.90296 -0.64865 -0.14 -0.11 -0.11
O 4.79320 -5.25014 -0.70811 0.00 0.03 -0.03
F 5.42561 -7.00350 -3.60044 -0.02 0.07 -0.06
H 3.65773 -5.75507 -2.36314 0.04 -0.04 -0.07
H 3.79068 -7.02355 -1.11704 0.07 0.05 0.13
H 6.11987 -7.49829 -1.80073 -0.01 -0.06 -0.08
C 5.05149 1.64626 4.58347 0.04 0.05 -0.13
C 4.96251 0.15445 4.82631 0.08 0.03 0.06
O 4.60970 0.09039 6.19254 -0.24 -0.02 -0.05
C 3.93583 1.23471 6.50574 0.03 0.05 0.10
O 3.29297 1.39717 7.48472 0.07 -0.01 -0.05
O 4.09862 2.15214 5.51897 -0.02 -0.01 0.00
F 6.14710 -0.47027 4.63768 0.06 0.00 0.05
H 6.04622 2.01886 4.83248 0.04 -0.08 0.00
H 4.78882 1.94162 3.57136 -0.13 0.03 0.05
H 4.20026 -0.35474 4.23601 0.08 -0.07 -0.05



# 5
112
Properties=species:S:1:pos:R:3:forces:R:3 method="wB97M-V/def2-TZVPD" smiles="c1cc[nH]c1.c1cc[nH]c1.c1cc[nH]c1.c1cc[nH]c1.c1cc[nH]c1.c1cc[nH]c1.c1cc[nH]c1.c1cc[nH]c1.CNC(C)=O.CC(C)=O.CC(C)=O" charge=0 max_force_ha_per_bohr=0.0732 relative_energy_kcal_mol=90.1
C -1.42297 -3.98592 -2.77070 -0.09 -2.16 -1.23
C -1.36952 -2.75053 -2.23435 -0.18 2.53 1.52
C -2.59859 -2.48538 -1.68315 -0.63 1.04 0.24
N -3.45131 -3.53500 -1.94727 1.24 0.24 -0.12
C -2.70995 -4.46219 -2.63142 0.28 -1.34 -0.02
H -0.51250 -4.40924 -3.16848 -0.53 -0.64 -0.37
H -0.48578 -2.12986 -2.22143 -0.24 0.19 0.15
H -2.94804 -1.58934 -1.19182 0.01 -0.11 0.00
H -4.38515 -3.66223 -1.58415 0.32 0.10 -0.24
H -3.07524 -5.45772 -2.83605 -0.20 0.18 -0.10
C 3.93702 -1.92479 -2.58507 1.27 0.42 -1.02
C 3.67700 -2.14033 -3.96722 -1.05 1.02 -0.73
C 2.68002 -3.09949 -4.09164 1.64 0.69 0.92
N 2.55118 -3.62140 -2.83521 -0.64 0.27 0.99
C 3.30469 -2.87982 -1.89723 -1.90 -1.28 -0.18
H 4.56694 -1.14223 -2.18856 0.09 -0.17 0.04
H 4.03935 -1.46492 -4.72810 -0.09 -0.23 -0.20
H 2.03327 -3.39100 -4.90599 0.34 -0.19 0.02
H 1.76413 -4.21091 -2.60477 0.34 -0.10 0.46
H 3.20639 -3.00598 -0.82914 -0.05 -0.43 -0.21
C 0.74323 -0.08540 -0.79902 0.34 2.00 -0.59
C -0.17290 -0.32736 0.23303 -1.28 1.05 0.12
C -0.73436 0.91387 0.54229 -0.54 -1.02 1.10
N -0.18759 1.89670 -0.19307 1.07 -0.73 -0.73
C 0.72674 1.31037 -1.04532 0.42 -1.49 0.21
H 1.35648 -0.80963 -1.31459 0.00 0.08 -0.12
H -0.57135 -1.26703 0.58612 0.18 -0.04 0.05
H -1.51745 1.16432 1.24261 0.07 -0.13 0.14
H -0.22658 2.86503 0.09137 -0.04 0.05 -0.29
H 1.29109 1.83769 -1.80020 -0.06 0.22 0.26
C 2.85138 -3.04058 3.81598 -0.35 -0.96 0.77
C 3.82919 -2.84684 2.82414 1.10 -1.02 1.35
C 3.32446 -1.96051 1.97012 -0.70 0.88 -1.91
N 2.03916 -1.70289 2.32677 -0.75 0.66 -0.46
C 1.68814 -2.36029 3.48893 1.48 -0.83 -0.59
H 3.04502 -3.73571 4.61953 -0.52 0.08 0.18
H 4.73362 -3.43262 2.75161 0.20 0.47 0.07
H 3.65881 -1.59029 1.01224 0.23 0.14 0.18
H 1.47724 -1.19649 1.65752 -0.60 0.16 0.43
H 0.68543 -2.60820 3.80440 0.05 0.79 0.03
C 1.89868 -6.36885 -0.43284 0.51 2.00 1.18
C 0.73944 -5.59541 -0.63187 -1.19 0.07 0.23
C 0.69219 -4.53164 0.26570 0.34 -0.36 -0.73
N 1.88921 -4.54161 0.91969 -1.18 -0.40 -0.11
C 2.60082 -5.63573 0.56450 0.70 -0.49 -0.91
H 2.08714 -7.23841 -1.04501 0.62 0.03 0.46
H -0.01518 -5.84033 -1.36465 -0.21 0.02 0.27
H -0.08946 -3.83948 0.54201 0.07 0.10 -0.35
H 2.20209 -3.80633 1.53739 0.07 -0.40 0.13
H 3.60092 -5.60630 0.97112 0.12 -0.85 -0.20
C -3.33597 0.52373 -3.39952 -1.24 1.23 0.17
C -1.98954 0.88272 -3.37231 0.32 -0.43 0.01
C -1.92122 2.17085 -2.97040 1.08 1.32 -0.66
N -3.18803 2.72976 -2.81147 1.96 -1.78 -0.28
C -4.04273 1.68359 -3.06295 -1.14 -0.56 -0.45
H -3.68626 -0.45354 -3.69728 -0.41 0.22 0.17
H -1.18274 0.25024 -3.71208 0.15 0.16 0.37
H -0.99576 2.72484 -3.02552 -0.30 0.50 0.44
H -3.31281 3.72438 -2.68788 -0.51 -0.51 0.00
H -5.10770 1.86161 -3.03951 0.05 -0.17 0.05
C -3.10955 -1.67732 1.85916 -0.98 -2.65 -0.60
C -2.10816 -1.77091 2.80568 0.66 -0.95 1.68
C -1.99052 -3.11213 3.21072 0.90 0.24 -0.62
N -2.80885 -3.86753 2.41583 -0.79 0.85 0.27
C -3.56111 -3.02953 1.66895 0.01 2.57 -1.22
H -3.38153 -0.76855 1.34286 -0.35 -0.28 -0.04
H -1.59129 -0.92352 3.23130 0.23 -0.18 0.05
H -1.29102 -3.65370 3.83024 -0.03 0.39 0.21
H -2.96548 -4.86449 2.45614 0.22 0.26 0.15
H -4.31230 -3.35074 0.96260 0.12 -0.29 0.20
C 3.85336 1.86611 -5.73798 0.80 -1.36 -1.16
C 3.30619 2.10189 -4.50954 -0.88 0.93 2.71
C 2.41274 3.14631 -4.62710 0.56 -0.04 -0.26
N 2.49638 3.53618 -5.93994 -2.89 1.67 1.46
C 3.27805 2.73435 -6.62555 1.76 -1.09 -1.82
H 4.51732 1.02989 -5.90009 0.16 0.31 -0.46
H 3.61781 1.68304 -3.56409 -0.19 -0.32 -0.11
H 1.73123 3.66846 -3.97187 0.28 -0.14 0.15
H 1.78665 4.18042 -6.25827 0.49 -0.11 -0.60
H 3.43632 2.82058 -7.69041 -0.10 0.11 0.12
C 3.95088 3.07944 5.89003 0.60 0.00 0.40
N 2.74935 2.65645 5.16084 0.37 0.52 2.62
C 2.74350 2.56296 3.84789 1.86 -0.76 -2.28
C 1.59209 1.86178 3.20612 -1.07 -0.21 1.54
O 3.74273 2.88277 3.21413 -0.40 0.40 -0.49
H 4.28177 2.30954 6.58708 -0.48 -0.02 0.31
H 3.86426 4.03714 6.40326 -0.58 -0.11 0.21
H 4.86185 3.23163 5.31117 -0.64 -0.25 -0.91
H 2.01093 2.21298 5.68826 0.22 0.19 -0.05
H 0.99837 1.45690 4.02567 -0.34 -0.15 0.21
H 1.90983 0.95117 2.69825 0.05 0.67 -0.74
H 0.90084 2.56843 2.74686 0.42 -0.28 -0.85
C -5.57244 2.56400 -0.14187 0.60 -1.08 -0.94
C -5.07477 3.59847 0.82330 -0.41 0.18 -0.70
C -3.67525 4.16057 0.70804 0.50 0.21 0.47
O -5.82356 4.01157 1.66278 -0.39 0.43 1.03
H -4.77568 1.89630 -0.46970 0.26 -0.02 0.10
H -5.91540 2.98512 -1.08693 0.01 0.55 0.07
H -6.38710 1.91748 0.18435 0.00 0.44 0.59
H -3.55547 5.05158 1.32435 -0.52 0.11 -0.04
H -3.31179 4.42005 -0.28628 -0.18 -0.43 -0.11
H -2.97903 3.46973 1.18358 0.11 -0.41 -0.39
C -1.60747 3.99736 3.59309 0.83 0.01 0.50
C -0.92807 4.98608 2.59319 -3.46 -1.16 -0.91
C -1.31064 6.45404 2.61154 1.35 0.11 0.07
O -0.35435 4.54994 1.62321 0.78 -0.21 0.22
H -1.13974 4.11907 4.57008 0.03 0.07 0.20
H -1.50055 2.94111 3.34609 0.63 0.13 -0.49
H -2.68012 4.05676 3.77745 -0.08 0.98 -0.35
H -0.80798 6.83974 3.49848 -0.18 0.60 0.04
H -2.34753 6.78866 2.58003 -0.17 -0.78 0.47
H -0.85948 6.86235 1.70721 0.24 0.19 0.21



# 6
49
Properties=species:S:1:pos:R:3:forces:R:3 method="wB97M-V/def2-TZVPD" charge=+1 max_force_ha_per_bohr=0.0209 relative_energy_kcal_mol=41.3
Pd 1.09691 -0.93088 0.32274 -0.17 0.01 -0.38
F 1.37005 -3.05922 2.48277 -0.04 0.00 -0.06
C 1.71878 -2.25121 3.48295 0.10 0.01 0.13
F 0.72630 -2.18727 4.36004 0.03 -0.05 0.00
F 2.80400 -2.73201 4.07025 -0.04 -0.06 -0.04
S 2.06286 -0.54455 2.86888 -0.04 0.53 -0.93
O 2.84626 0.07925 3.87371 0.05 0.03 -0.09
O 2.74482 -0.72151 1.52080 -0.14 0.04 0.80
O 0.75016 0.01307 2.53393 -0.04 -0.21 0.40
C 0.26764 3.41224 -1.84953 -0.02 0.13 0.14
C 0.47313 1.89874 -1.60681 -0.03 -0.03 -0.03
N 0.47447 1.61817 -0.17943 0.01 0.13 0.16
C -0.82263 1.92644 0.40986 -0.01 0.01 0.00
C -1.17346 3.41349 0.16785 0.11 0.12 -0.09
N 0.02041 4.04695 -0.50334 0.03 -0.13 0.01
C 1.24336 3.89702 0.36748 -0.15 0.06 -0.09
C 1.52794 2.38278 0.48533 0.04 -0.02 -0.03
H -0.59551 3.64103 -2.47179 0.00 -0.03 -0.02
H 1.14408 3.90555 -2.26585 0.01 -0.03 -0.03
H 1.41813 1.56032 -2.02983 0.01 -0.01 0.00
H -0.32763 1.32515 -2.07417 0.01 -0.01 0.00
H -0.78158 1.69682 1.47331 0.01 -0.01 0.00
H -1.57696 1.28373 -0.04297 0.00 -0.02 0.01
H -1.35095 3.97180 1.08497 -0.02 -0.03 0.02
H -2.01852 3.55721 -0.50330 -0.02 -0.03 0.01
H -0.16810 5.03729 -0.63798 0.00 0.02 0.00
H 1.00594 4.36553 1.32084 0.03 -0.02 0.02
H 2.04408 4.45617 -0.11265 0.03 -0.02 0.02
H 1.56731 2.08698 1.53058 0.01 -0.01 0.01
H 2.48079 2.12736 0.02319 0.01 -0.02 0.02
O 2.04218 -3.53707 -1.34908 -0.34 -0.04 -0.05
S 2.82230 -2.34438 -1.06960 0.72 -0.06 -0.22
N 2.29605 -0.96074 -1.35072 0.21 -0.15 0.29
C -3.26514 -3.42260 0.99227 0.05 0.04 -0.09
N -2.41417 -2.90814 -0.08535 0.00 -0.04 0.01
C -2.52851 -3.35113 -1.35997 -0.10 0.00 0.06
C -1.70739 -2.92121 -2.33348 -0.01 0.04 0.02
C -0.67518 -1.99818 -1.98896 -0.13 0.21 -0.01
N -0.54239 -1.55755 -0.72400 -0.46 -0.64 0.15
C -1.40208 -2.03259 0.26767 0.18 0.25 -0.20
O -1.25747 -1.66894 1.41896 0.04 -0.01 0.06
N 0.11368 -1.51289 -2.94036 0.07 0.05 -0.02
H -4.13970 -3.88339 0.54179 0.00 -0.02 0.03
H -3.56532 -2.60076 1.63422 -0.01 0.01 0.01
H -2.71875 -4.15251 1.58629 0.00 0.00 0.02
H -3.32187 -4.06264 -1.54414 0.01 0.00 0.00
H -1.81250 -3.27371 -3.34685 0.02 0.01 0.00
H 0.09963 -1.96855 -3.83748 -0.03 -0.02 -0.01
H 1.00457 -1.11944 -2.61308 0.04 0.04 0.01



Which of these has the highest charge? C16H18B2N6O2Sr